1.
{"formula": "C54H47N11OPdSTe", "method": "ωB97M-V with the def2-TZVPD basis set", "total_charge": 1, "total_energy_ev": -96800.3445, "e_above_lowest_kcal_mol": 0.0, "orbital_gap_ev": [5.95, 5.48], "spin_multiplicity": 6, "elements": ["Pd", "C", "C", "C", "C", "C", "N", "C", "N", "C", "C", "C", "C", "C", "C", "C", "C", "N", "C", "N", "C", "N", "C", "N", "C", "N", "C", "C", "C", "C", "C", "C", "C", "C", "C", "C", "C", "C", "N", "C", "C", "H", "H", "H", "H", "H", "H", "H", "H", "H", "H", "H", "H", "H", "H", "H", "H", "C", "C", "O", "N", "Te", "C", "C", "C", "C", "C", "C", "C", "C", "C", "C", "C", "C", "C", "C", "C", "C", "C", "C", "H", "H", "H", "H", "H", "H", "H", "H", "H", "H", "H", "H", "H", "H", "H", "H", "H", "H", "H", "H", "H", "H", "H", "H", "H", "C", "N", "C", "N", "S", "H", "H", "H", "H", "H", "H"], "xyz": [[0.690, 0.302, -0.324], [1.229, -5.517, -3.532], [0.166, -4.891, -4.171], [-0.289, -3.656, -3.727], [0.313, -3.028, -2.645], [-0.296, -1.796, -2.098], [-0.154, -1.576, -0.689], [2.159, -2.907, -1.057], [3.057, -2.081, -0.928], [3.297, -1.247, 0.158], [4.571, -1.143, 0.802], [5.747, -1.881, 0.713], [6.814, -1.459, 1.484], [6.712, -0.334, 2.316], [5.546, 0.404, 2.399], [4.465, -0.018, 1.633], [3.153, 0.536, 1.410], [2.755, 1.706, 1.920], [1.785, 2.409, 1.415], [1.019, 2.143, 0.307], [0.110, 3.148, 0.134], [-0.840, 3.260, -0.753], [-1.168, 2.241, -1.566], [-0.828, 0.953, -1.428], [-1.325, 0.242, -2.516], [-0.985, -1.010, -2.856], [-2.105, 1.134, -3.332], [-2.814, 0.950, -4.514], [-3.420, 2.065, -5.069], [-3.327, 3.327, -4.470], [-2.619, 3.513, -3.293], [-2.015, 2.398, -2.735], [0.351, 4.181, 1.158], [-0.256, 5.399, 1.388], [0.211, 6.138, 2.472], [1.242, 5.667, 3.282], [1.850, 4.438, 3.040], [1.379, 3.712, 1.964], [2.450, -0.291, 0.558], [1.454, -3.624, -2.066], [1.880, -4.887, -2.483], [1.562, -6.494, -3.856], [-0.326, -5.369, -5.007], [-1.139, -3.182, -4.195], [5.826, -2.748, 0.072], [7.749, -2.002, 1.446], [7.573, -0.037, 2.901], [5.474, 1.276, 3.035], [-2.887, -0.021, -4.982], [-3.977, 1.962, -5.991], [-3.815, 4.169, -4.943], [-2.539, 4.483, -2.823], [-1.059, 5.756, 0.759], [-0.233, 7.100, 2.690], [1.579, 6.274, 4.112], [2.651, 4.064, 3.662], [2.733, -5.349, -2.005], [-1.459, -1.697, 0.048], [-1.274, -1.321, 1.522], [-1.644, -2.142, 2.434], [-0.725, -0.195, 1.775], [-0.729, -0.600, 4.397], [-1.011, -1.240, 6.382], [-0.867, -2.593, 6.699], [-0.588, -3.669, 5.685], [-1.011, -2.994, 8.026], [-1.283, -2.089, 9.037], [-1.438, -2.532, 10.462], [-1.392, -0.742, 8.699], [-1.258, -0.297, 7.395], [-1.368, 1.177, 7.120], [-2.610, 0.316, 4.211], [-3.764, -0.413, 4.499], [-3.785, -1.859, 4.901], [-4.990, 0.242, 4.389], [-5.089, 1.563, 3.983], [-6.423, 2.242, 3.869], [-3.918, 2.247, 3.675], [-2.671, 1.649, 3.776], [-1.463, 2.465, 3.404], [-1.806, -2.731, -0.013], [0.452, -2.294, -0.291], [-2.180, -1.034, -0.425], [-0.277, -3.292, 4.708], [-1.477, -4.281, 5.516], [0.199, -4.331, 6.045], [-0.908, -4.046, 8.269], [-1.405, -3.617, 10.544], [-2.386, -2.189, 10.878], [-0.642, -2.123, 11.086], [-1.583, -0.016, 9.481], [-1.388, 1.731, 8.057], [-2.277, 1.417, 6.565], [-0.522, 1.553, 6.539], [-2.877, -2.395, 4.632], [-4.603, -2.366, 4.389], [-3.938, -1.962, 5.978], [-5.893, -0.314, 4.613], [-7.234, 1.571, 4.147], [-6.603, 2.584, 2.848], [-6.471, 3.118, 4.517], [-3.975, 3.280, 3.347], [-1.612, 3.511, 3.676], [-1.292, 2.405, 2.328], [-0.545, 2.131, 3.891], [4.772, 0.486, -6.095], [3.730, 0.928, -5.195], [3.384, 0.323, -4.050], [4.067, -0.790, -3.720], [2.158, 0.917, -3.072], [4.844, 1.195, -6.915], [4.550, -0.497, -6.518], [5.745, 0.455, -5.598], [3.188, 1.746, -5.416], [4.832, -1.141, -4.269], [3.845, -1.233, -2.843]], "atomic_forces_ev_per_a": [[-0.145, -0.102, 0.049], [0.038, 0.039, 0.076], [0.015, 0.074, 0.039], [0.036, -0.162, 0.006], [-0.242, 0.034, -0.028], [-0.012, -0.056, -0.101], [-0.157, -0.113, 0.042], [-0.339, 0.156, 0.342], [0.025, 0.007, -0.240], [0.291, -0.158, -0.042], [-0.128, 0.168, 0.109], [0.041, 0.017, 0.054], [-0.010, 0.018, 0.010], [0.083, -0.047, -0.001], [-0.127, -0.021, -0.019], [0.208, -0.039, -0.029], [-0.245, -0.119, 0.070], [-0.117, 0.025, -0.100], [0.083, 0.021, 0.100], [0.034, 0.146, -0.042], [0.018, 0.075, 0.035], [0.064, -0.243, -0.006], [-0.074, 0.232, 0.220], [0.099, -0.072, -0.348], [0.119, -0.158, 0.223], [0.181, 0.145, 0.100], [-0.093, 0.119, -0.121], [0.027, 0.027, 0.098], [-0.027, 0.049, -0.019], [-0.029, -0.032, -0.054], [-0.016, -0.089, 0.036], [-0.003, -0.064, -0.086], [0.085, 0.051, -0.041], [0.043, -0.055, 0.060], [-0.013, 0.025, 0.001], [0.011, 0.001, 0.007], [-0.096, 0.028, -0.037], [0.029, 0.022, -0.030], [0.086, 0.220, -0.063], [0.231, -0.173, -0.129], [-0.056, -0.023, -0.206], [0.002, 0.003, -0.021], [0.001, -0.030, 0.010], [-0.012, 0.042, 0.013], [-0.006, 0.000, -0.020], [0.012, -0.009, 0.004], [0.008, -0.001, 0.009], [-0.014, 0.023, -0.008], [0.027, -0.014, -0.001], [-0.008, 0.006, 0.002], [-0.003, 0.009, 0.006], [0.017, 0.015, 0.000], [0.006, -0.003, -0.032], [0.000, 0.006, 0.012], [-0.007, 0.003, 0.013], [0.018, -0.005, -0.006], [0.013, 0.000, 0.005], [-0.024, -0.153, 0.081], [0.111, -0.085, -0.178], [-0.112, -0.076, 0.009], [0.172, 0.447, -0.058], [0.027, 0.072, -0.034], [0.046, -0.267, 0.380], [0.008, -0.027, -0.011], [0.039, -0.052, -0.161], [-0.017, 0.076, 0.034], [0.000, 0.016, -0.086], [-0.004, -0.030, 0.076], [-0.027, -0.053, 0.038], [-0.004, 0.045, -0.045], [-0.060, 0.122, 0.017], [0.089, 0.035, -0.177], [-0.121, 0.102, -0.057], [0.037, -0.178, 0.043], [0.040, -0.004, -0.043], [0.000, -0.044, 0.015], [-0.051, 0.036, 0.005], [0.044, -0.018, 0.021], [-0.004, -0.032, 0.106], [0.036, -0.003, 0.040], [-0.023, 0.040, -0.029], [0.028, 0.046, 0.014], [-0.036, -0.014, 0.066], [-0.037, 0.030, 0.043], [-0.017, 0.009, 0.010], [-0.011, -0.014, 0.016], [0.007, -0.018, -0.013], [0.002, -0.006, 0.000], [-0.005, 0.009, -0.009], [0.006, 0.010, -0.006], [-0.002, 0.017, 0.009], [-0.007, 0.018, 0.004], [0.006, -0.006, 0.021], [0.027, -0.036, -0.037], [-0.004, 0.062, -0.033], [-0.057, 0.020, 0.053], [0.015, -0.012, -0.007], [-0.012, -0.004, 0.002], [-0.002, -0.003, 0.004], [0.015, -0.001, -0.008], [0.005, -0.001, 0.002], [-0.007, 0.018, -0.001], [-0.007, 0.011, -0.060], [-0.036, -0.038, 0.033], [-0.044, -0.021, 0.001], [0.046, -0.004, -0.042], [-0.092, 0.061, 0.043], [0.179, -0.206, -0.065], [0.001, 0.014, -0.026], [-0.149, 0.062, 0.086], [-0.002, -0.010, -0.001], [0.000, 0.002, 0.011], [-0.009, 0.001, 0.003], [0.021, 0.010, -0.020], [-0.005, 0.019, -0.006], [0.009, -0.012, 0.005]], "mulliken_spin": [0.13, -0.01, 0.08, 0.00, 0.14, 0.12, -0.01, 0.68, 0.14, 0.27, 0.00, 0.08, 0.01, 0.04, 0.04, 0.07, 0.25, -0.02, 0.05, 0.05, 0.05, 0.02, 0.12, -0.01, 0.23, -0.07, 0.07, 0.09, -0.02, 0.05, 0.01, 0.08, 0.03, 0.02, 0.01, 0.00, 0.04, 0.04, -0.05, -0.01, 0.14, 0.00, 0.00, 0.01, 0.01, 0.00, 0.00, 0.01, 0.01, 0.00, 0.00, 0.00, 0.00, 0.00, 0.00, 0.00, 0.00, 0.12, -0.15, 0.23, 0.86, 0.81, 0.03, -0.05, 0.02, 0.00, 0.01, 0.00, 0.01, -0.06, 0.08, 0.15, -0.10, 0.01, -0.01, 0.01, 0.00, 0.00, -0.09, 0.04, 0.00, 0.03, 0.00, 0.01, 0.00, 0.00, 0.00, 0.00, 0.00, 0.00, 0.00, 0.00, -0.01, -0.01, -0.01, 0.00, 0.00, 0.00, 0.00, 0.00, 0.00, 0.00, 0.01, -0.01, 0.03, 0.00, 0.00, -0.01, 0.00, 0.01, 0.00, 0.00, 0.00, 0.00, 0.00, -0.01]}

***

2.
{"formula": "C54H49N2O20P3", "method": "ωB97M-V with the def2-TZVPD basis set", "total_energy_ev": -128579.7231, "smiles": "CCCCNC1=C(PP(=O)(O)O)C(=O)C([PH2]=N)=C(CCO)C1=O.O=C1C=CC(=O)C=C1.O=C1C=CC(=O)C=C1.O=C1C=CC(=O)C=C1.O=C1C=CC(=O)C=C1.O=C1C=CC(=O)C=C1.O=C1C=CC(=O)C=C1.O=C1C=CC(=O)C=C1", "orbital_gap_ev": 6.18, "elements": ["C", "C", "C", "C", "N", "C", "C", "P", "P", "O", "O", "O", "C", "O", "C", "P", "N", "C", "C", "C", "O", "C", "O", "H", "H", "H", "H", "H", "H", "H", "H", "H", "H", "H", "H", "H", "H", "H", "H", "H", "H", "H", "H", "H", "O", "C", "C", "C", "C", "O", "C", "C", "H", "H", "H", "H", "O", "C", "C", "C", "C", "O", "C", "C", "H", "H", "H", "H", "O", "C", "C", "C", "C", "O", "C", "C", "H", "H", "H", "H", "O", "C", "C", "C", "C", "O", "C", "C", "H", "H", "H", "H", "O", "C", "C", "C", "C", "O", "C", "C", "H", "H", "H", "H", "O", "C", "C", "C", "C", "O", "C", "C", "H", "H", "H", "H", "O", "C", "C", "C", "C", "O", "C", "C", "H", "H", "H", "H"], "xyz": [[-3.892, 6.807, -0.410], [-4.053, 6.609, -1.950], [-3.168, 5.460, -2.515], [-3.890, 4.103, -2.599], [-4.037, 3.381, -1.296], [-2.785, 3.234, -0.605], [-2.693, 3.554, 0.685], [-4.184, 3.633, 1.746], [-4.857, 1.561, 1.852], [-5.517, 1.361, 3.154], [-3.608, 0.499, 1.744], [-5.896, 1.186, 0.647], [-1.264, 3.818, 1.189], [-1.000, 4.747, 1.869], [-0.233, 2.760, 0.798], [1.356, 2.494, 1.707], [2.543, 2.542, 0.635], [-0.555, 1.980, -0.229], [-0.009, 0.564, -0.344], [0.522, 0.119, -1.711], [-0.489, -0.091, -2.702], [-1.513, 2.647, -1.239], [-1.241, 2.708, -2.387], [-2.862, 7.152, -0.215], [-4.073, 5.843, 0.084], [-4.578, 7.603, -0.084], [-3.739, 7.570, -2.401], [-5.113, 6.486, -2.240], [-2.201, 5.433, -1.987], [-2.940, 5.747, -3.559], [-4.913, 4.272, -2.981], [-3.397, 3.450, -3.340], [-4.318, 2.433, -1.559], [-3.718, 3.909, 3.056], [-3.996, -0.352, 2.025], [-6.740, 1.580, 0.936], [1.386, 1.213, 2.284], [1.561, 3.499, 2.696], [2.121, 2.707, -0.277], [-0.848, -0.114, -0.064], [0.785, 0.380, 0.394], [1.328, 0.768, -2.093], [0.989, -0.873, -1.545], [-1.358, -0.068, -2.282], [7.740, 6.978, -0.711], [6.702, 6.398, -0.957], [5.934, 6.689, -2.192], [4.795, 6.056, -2.462], [4.248, 5.032, -1.539], [3.213, 4.450, -1.779], [5.014, 4.740, -0.305], [6.154, 5.374, -0.036], [6.351, 7.439, -2.853], [4.220, 6.254, -3.358], [4.592, 3.987, 0.355], [6.729, 5.176, 0.860], [-1.914, -3.726, -6.930], [-0.866, -3.626, -6.325], [-0.689, -2.622, -5.251], [0.460, -2.513, -4.589], [1.612, -3.393, -4.897], [2.659, -3.296, -4.291], [1.437, -4.399, -5.972], [0.287, -4.508, -6.634], [-1.540, -1.987, -5.038], [0.603, -1.783, -3.803], [2.289, -5.033, -6.184], [0.139, -5.236, -7.421], [-0.153, -0.046, 2.923], [-0.793, -0.771, 3.663], [-2.072, -0.321, 4.263], [-2.770, -1.114, 5.072], [-2.296, -2.481, 5.404], [-2.933, -3.208, 6.138], [-1.016, -2.927, 4.804], [-0.320, -2.131, 3.996], [-2.401, 0.677, 4.006], [-3.707, -0.805, 5.519], [-0.688, -3.919, 5.058], [0.616, -2.441, 3.546], [-0.334, -4.998, 3.327], [-0.998, -5.806, 2.708], [-2.282, -6.316, 3.244], [-3.009, -7.201, 2.567], [-2.566, -7.712, 1.247], [-3.230, -8.517, 0.629], [-1.281, -7.201, 0.712], [-0.555, -6.316, 1.389], [-2.590, -5.930, 4.209], [-3.949, -7.585, 2.942], [-0.973, -7.586, -0.252], [0.385, -5.930, 1.015], [-6.505, -2.646, -3.603], [-5.455, -2.546, -3.008], [-5.306, -1.617, -1.860], [-4.151, -1.507, -1.208], [-2.966, -2.306, -1.600], [-1.913, -2.203, -1.001], [-3.112, -3.234, -2.746], [-4.267, -3.345, -3.399], [-6.181, -1.041, -1.587], [-4.022, -0.835, -0.369], [-2.235, -3.808, -3.018], [-4.394, -4.017, -4.239], [3.657, 1.254, 3.182], [4.090, 0.320, 3.823], [5.541, 0.021, 3.865], [6.013, -1.006, 4.567], [5.109, -1.894, 5.338], [5.540, -2.829, 5.979], [3.657, -1.595, 5.295], [3.185, -0.568, 4.593], [6.185, 0.680, 3.297], [7.069, -1.241, 4.610], [3.012, -2.254, 5.862], [2.129, -0.332, 4.549], [7.716, -1.791, -1.429], [6.554, -1.795, -1.082], [5.821, -0.532, -0.823], [4.547, -0.539, -0.439], [3.807, -1.811, -0.257], [2.644, -1.810, 0.092], [4.537, -3.074, -0.515], [5.811, -3.067, -0.899], [6.379, 0.386, -0.962], [3.993, 0.375, -0.242], [3.979, -3.992, -0.376], [6.362, -3.978, -1.094]], "atomic_forces_ev_per_a": [[-0.026, -0.039, -1.102], [0.544, 0.458, 0.569], [-0.764, 0.609, -0.521], [0.047, 0.024, -0.397], [0.700, -0.852, -0.436], [0.023, 0.228, -0.206], [0.811, -0.049, 0.940], [-0.414, 0.959, -1.013], [0.431, -1.164, 1.419], [-0.291, 0.391, 0.038], [-1.194, 0.625, -1.019], [1.039, 0.611, 0.432], [-0.002, -2.274, -1.067], [0.082, 1.613, 1.320], [-0.791, 0.677, 1.161], [1.697, -0.031, -1.688], [-0.723, 0.047, 0.117], [0.125, -0.725, -0.191], [-0.146, 0.179, -0.865], [0.277, -1.165, 0.330], [-0.049, 0.454, -0.062], [-0.474, -0.199, 2.191], [0.233, -0.035, -1.706], [-0.371, -0.275, 0.093], [-0.083, 0.522, 0.174], [0.144, -0.462, 0.199], [-0.094, -0.474, -0.022], [0.411, -0.177, 0.194], [-0.332, -0.203, -0.114], [0.054, -0.335, 0.383], [0.362, -0.010, 0.291], [0.007, 0.342, 0.312], [-0.340, 0.228, 0.151], [0.310, -0.711, -0.262], [0.343, 0.126, 0.036], [0.083, -0.237, -0.278], [-0.591, 0.728, 0.532], [-0.756, -0.532, 0.092], [0.455, 0.245, 0.000], [0.360, 0.310, -0.148], [-0.313, 0.196, -0.260], [-0.617, 0.066, 0.002], [-0.058, 0.469, 0.072], [0.320, -0.027, -0.014], [-0.054, -0.009, -0.049], [0.132, 0.027, 0.111], [-0.102, -0.016, -0.081], [0.062, 0.101, -0.066], [-0.036, -0.100, 0.137], [-0.098, 0.069, -0.285], [0.176, -0.079, 0.244], [-0.101, -0.033, -0.070], [0.038, 0.003, 0.035], [-0.025, -0.029, 0.012], [-0.154, -0.019, -0.085], [0.030, 0.036, -0.013], [0.026, -0.044, 0.056], [-0.109, 0.046, -0.053], [0.047, 0.031, 0.048], [0.039, 0.029, 0.078], [0.081, 0.024, 0.042], [-0.064, -0.037, -0.023], [-0.044, -0.083, -0.091], [0.119, -0.053, 0.005], [0.022, 0.025, -0.032], [-0.062, 0.025, -0.010], [0.019, 0.024, 0.025], [-0.042, 0.021, -0.008], [-0.310, -0.173, 0.181], [0.011, -0.082, -0.059], [-0.034, 0.070, 0.091], [-0.080, 0.080, -0.022], [-0.014, 0.006, 0.027], [0.019, 0.014, -0.077], [-0.058, 0.413, 0.353], [0.059, 0.002, 0.038], [0.029, -0.009, 0.012], [0.000, -0.007, -0.002], [-0.011, 0.055, 0.137], [-0.022, -0.007, -0.049], [0.124, -0.620, -0.436], [0.077, 0.020, -0.017], [-0.084, -0.030, 0.044], [0.002, 0.074, 0.106], [-0.083, -0.111, -0.079], [0.037, 0.056, 0.033], [0.102, 0.077, 0.006], [0.011, -0.018, -0.126], [0.024, 0.017, 0.001], [-0.001, -0.023, -0.037], [-0.037, -0.030, 0.005], [-0.003, 0.037, 0.037], [0.056, 0.021, 0.062], [-0.107, -0.050, -0.121], [0.029, 0.090, 0.084], [-0.081, 0.064, -0.013], [0.084, -0.100, 0.029], [-0.099, -0.004, 0.016], [-0.063, -0.074, -0.046], [0.119, -0.041, 0.006], [-0.012, -0.014, -0.015], [0.043, 0.028, 0.000], [0.014, 0.032, 0.043], [-0.031, 0.028, -0.021], [0.169, 0.017, 0.179], [-0.086, 0.052, -0.076], [0.114, -0.069, 0.014], [0.020, 0.100, -0.085], [0.062, -0.119, 0.074], [-0.029, 0.049, -0.039], [-0.113, 0.064, -0.041], [-0.047, -0.113, 0.076], [-0.044, 0.022, -0.019], [-0.012, -0.035, 0.030], [0.041, -0.022, 0.016], [0.010, 0.040, -0.053], [-0.050, -0.036, 0.030], [0.124, 0.080, -0.053], [-0.078, -0.019, 0.039], [0.003, 0.191, -0.008], [0.027, 0.153, -0.027], [-0.089, -0.112, 0.085], [0.066, -0.092, -0.011], [-0.096, -0.077, 0.040], [0.025, -0.018, -0.017], [-0.058, 0.015, 0.078], [-0.033, 0.021, -0.007], [0.036, 0.029, -0.018]], "mulliken_charge": [-0.57, -0.64, -0.32, -0.55, 0.16, -0.84, 1.55, -0.14, 1.06, -0.76, -0.43, -0.45, -1.14, -0.57, 0.29, 0.23, -0.08, 0.97, 0.33, -0.51, -0.36, -1.05, -0.43, 0.26, -0.16, 0.42, 0.35, 0.31, 0.14, 0.38, 0.59, 0.30, 0.23, 0.11, 0.24, 0.34, 0.18, 0.02, 0.05, 0.10, -0.21, 0.43, 0.13, 0.09, -0.56, 0.31, -0.37, -0.49, 0.24, -0.43, -0.17, -0.42, 0.40, 0.42, 0.56, 0.44, -0.56, 0.19, -0.32, -0.12, 0.30, -0.53, -0.44, -0.47, 0.58, 0.50, 0.43, 0.43, -0.17, 0.14, -0.65, -0.41, 0.20, -0.59, -0.75, -0.06, 0.41, 0.50, 0.57, 0.83, -0.49, 0.45, -0.19, -0.50, 0.31, -0.55, -0.47, -0.42, 0.46, 0.43, 0.43, 0.52, -0.55, 0.16, -0.20, -0.20, 0.18, -0.38, -0.59, -0.40, 0.52, 0.44, 0.63, 0.45, -0.45, 0.21, -0.39, -0.45, 0.31, -0.56, -0.33, -0.26, 0.49, 0.43, 0.47, 0.48, -0.57, 0.24, -0.53, -0.24, 0.33, -0.46, -0.43, -0.47, 0.51, 0.72, 0.46, 0.43]}